{"formula": "C24H32IrN2O4PS", "method": "ωB97M-V with the def2-TZVPD basis set", "species": ["Ir", "N", "C", "C", "N", "H", "H", "H", "H", "H", "H", "H", "H", "O", "S", "O", "O", "C", "C", "C", "C", "C", "C", "P", "C", "C", "C", "C", "C", "C", "C", "C", "C", "C", "C", "C", "H", "H", "H", "H", "H", "H", "H", "H", "H", "H", "H", "H", "H", "H", "C", "C", "O", "C", "C", "H", "H", "H", "H", "H", "H", "H", "H", "H", "H"], "coordinates": [[-0.1767, 1.4763, -0.6922], [1.9548, 1.9383, -1.1620], [2.2049, 3.3886, -1.3692], [1.2623, 4.1629, -0.4921], [-0.0863, 3.7113, -0.8411], [2.5442, 1.6001, -0.4084], [2.2001, 1.4191, -2.0016], [2.0134, 3.6263, -2.4162], [3.2380, 3.6529, -1.1463], [1.3955, 5.2355, -0.6387], [1.4389, 3.9333, 0.5592], [-0.3007, 3.9391, -1.8098], [-0.7964, 4.1523, -0.2633], [-3.4158, 1.1956, -2.8023], [-2.5214, 0.5960, -1.8877], [-1.0974, 0.4271, -2.3831], [-2.3293, 1.2758, -0.5601], [-2.9641, -1.0384, -1.4790], [-4.2312, -1.5488, -1.6726], [-4.4626, -2.8729, -1.3208], [-3.4324, -3.6467, -0.8027], [-2.1686, -3.1076, -0.5826], [-1.9273, -1.7819, -0.9164], [-0.2997, -1.0327, -0.5857], [0.8743, -1.6558, -1.7925], [2.2222, -1.3151, -1.6404], [3.1644, -1.7829, -2.5401], [2.7591, -2.5640, -3.6170], [1.4177, -2.8654, -3.7942], [0.4690, -2.4074, -2.8902], [0.1004, -1.7203, 1.0409], [-0.8792, -1.5749, 2.0294], [-0.6673, -2.0891, 3.2971], [0.5350, -2.7200, 3.5980], [1.5160, -2.8470, 2.6255], [1.3099, -2.3382, 1.3495], [-5.0095, -0.9243, -2.0909], [-5.4450, -3.3024, -1.4594], [-3.6150, -4.6827, -0.5512], [-1.3795, -3.7197, -0.1644], [2.5258, -0.6820, -0.8137], [4.2105, -1.5378, -2.4118], [3.4904, -2.9234, -4.3280], [1.1062, -3.4591, -4.6428], [-0.5776, -2.6369, -3.0422], [-1.8157, -1.0787, 1.7948], [-1.4363, -1.9969, 4.0527], [0.7032, -3.1025, 4.5957], [2.4417, -3.3580, 2.8543], [2.0727, -2.4649, 0.5941], [2.1456, 0.9399, 1.9416], [0.7891, 1.2886, 2.5003], [-0.0121, 1.9683, 1.5049], [-1.3082, 2.3940, 2.0185], [-1.1892, 3.6105, 2.9138], [2.7208, 0.4057, 2.6960], [2.6919, 1.8497, 1.6787], [2.0468, 0.2978, 1.0659], [0.9133, 1.9620, 3.3488], [0.2661, 0.3959, 2.8381], [-1.7689, 1.5588, 2.5507], [-1.9198, 2.6113, 1.1486], [-0.7128, 3.3713, 3.8628], [-2.1858, 3.9954, 3.1265], [-0.6125, 4.3987, 2.4260]], "atomic_forces_ev_per_a": [[-0.63, -1.88, 1.31], [-1.10, -0.73, 0.11], [-0.01, 0.17, -0.07], [0.23, 0.12, 0.10], [-0.81, -0.76, -0.31], [0.00, -0.08, -0.05], [0.10, -0.09, 0.08], [0.04, -0.06, -0.02], [0.05, -0.15, -0.05], [-0.07, 0.00, -0.01], [-0.04, 0.03, 0.00], [-0.07, 0.23, 0.08], [-0.01, 0.03, -0.04], [-0.14, 0.08, 0.21], [-0.58, -0.37, -0.64], [0.63, 1.58, -0.42], [1.14, 0.58, 0.16], [0.20, 0.00, -0.01], [-0.03, 0.08, -0.07], [0.08, -0.05, 0.03], [-0.06, -0.01, 0.02], [0.02, 0.07, -0.04], [0.02, 0.16, 0.00], [0.96, 1.01, 0.62], [0.01, 0.13, -0.07], [-0.08, -0.03, -0.07], [0.02, 0.07, -0.03], [-0.02, 0.02, 0.00], [-0.01, -0.01, -0.05], [0.04, -0.08, 0.11], [-0.03, 0.14, 0.00], [0.00, -0.19, -0.07], [-0.03, 0.08, 0.02], [-0.01, 0.07, 0.00], [0.06, 0.03, 0.04], [-0.18, -0.20, -0.04], [0.00, -0.03, -0.04], [0.00, 0.00, -0.02], [0.00, 0.00, -0.01], [-0.03, -0.01, 0.05], [0.09, -0.14, 0.05], [0.00, 0.00, 0.01], [0.01, -0.02, 0.02], [-0.01, 0.01, -0.01], [0.01, -0.04, 0.01], [-0.04, -0.05, 0.02], [0.00, 0.00, 0.01], [0.00, -0.08, -0.03], [0.02, 0.03, 0.01], [0.01, -0.05, 0.01], [-0.11, 0.26, -0.10], [0.42, -0.17, 0.14], [0.06, 0.13, -1.16], [-0.19, 0.27, 0.26], [0.18, -0.13, -0.05], [0.02, -0.01, -0.02], [0.08, -0.02, 0.07], [0.03, -0.10, 0.11], [-0.13, 0.08, -0.06], [-0.08, 0.05, -0.06], [0.07, -0.09, -0.09], [0.00, -0.01, 0.03], [-0.02, 0.07, 0.03], [-0.01, -0.01, 0.01], [-0.04, 0.04, 0.01]], "total_energy_ev": -59526.6731, "homo_energy_ev": -14.74, "charge": 2, "homo_lumo_gap_ev": 7.8042}

***

{"formula": "C4H7N2O3", "method": "ωB97M-V with the def2-TZVPD basis set", "species": ["C", "C", "C", "C", "N", "N", "O", "O", "O", "H", "H", "H", "H", "H", "H", "H"], "coordinates": [[-1.4602, 1.4126, 0.6477], [-0.1093, 0.6892, -1.5073], [0.4959, -0.9897, 1.1286], [-1.0313, 0.3541, -0.3809], [-1.8294, -0.6659, -0.7071], [-3.0412, -0.6101, -0.1403], [-3.2004, 0.1479, 0.7966], [-1.6587, 2.5707, 0.3342], [-3.9831, -1.2832, -0.6059], [-1.4791, 0.9905, 1.6853], [-0.6099, 1.5559, -1.9102], [-0.0569, -0.2470, -2.0387], [0.9261, 0.8746, -1.1920], [1.4940, -0.7874, 0.7305], [-0.2081, -1.6807, 0.6325], [0.0914, -0.8043, 2.0719]], "atomic_forces_ev_per_a": [[0.26, -0.92, -0.10], [0.66, -0.33, 1.51], [-1.50, -0.25, -2.66], [0.98, -0.32, 2.05], [-1.50, -0.59, -1.00], [0.21, -1.15, -1.62], [-1.21, 1.08, 1.96], [0.35, -0.09, 0.21], [0.74, -0.07, 0.14], [0.25, 0.98, -0.52], [0.33, 0.22, -1.17], [-0.28, 0.21, -1.07], [-0.39, 0.55, 0.06], [-0.44, -0.16, 0.57], [1.21, 0.09, -0.05], [0.32, 0.74, 1.70]], "total_energy_ev": -13378.7749, "homo_energy_ev": [-2.64, -3.81], "charge": -1, "homo_lumo_gap_ev": [6.4154, 7.7547]}

***

{"formula": "C7H8F2N", "method": "ωB97M-V with the def2-TZVPD basis set", "species": ["C", "C", "C", "C", "C", "C", "C", "N", "F", "F", "H", "H", "H", "H", "H", "H", "H", "H"], "coordinates": [[-2.8240, 0.1831, -0.2166], [-2.4999, -1.1669, -0.4530], [-1.8057, 1.1379, -0.4421], [-1.2201, -1.5668, -0.9334], [-0.5843, 0.7341, -0.9288], [-0.2381, -0.5840, -1.1604], [3.1028, 0.1240, 1.5492], [2.1125, 0.5716, 0.6724], [2.2282, 1.8236, 0.3670], [1.0767, -0.7921, -1.4061], [-3.8400, 0.3845, 0.2591], [-3.2756, -1.9090, -0.1011], [-2.1048, 2.1276, -0.1377], [-0.6963, -2.6256, -0.9606], [0.0614, 1.4862, -1.2046], [3.6220, 0.8658, 2.2709], [2.8717, -0.8038, 1.9469], [4.0133, 0.0099, 0.8791]], "atomic_forces_ev_per_a": [[-0.23, 0.08, 0.66], [1.07, -2.80, -0.27], [-0.92, -0.58, 0.42], [0.58, -2.41, 0.71], [-2.01, 2.18, 0.45], [1.43, -0.57, 0.36], [4.09, 2.97, -0.68], [-2.14, -2.98, 0.73], [0.85, 3.07, -0.46], [-3.15, -0.51, -0.11], [1.59, 0.12, -0.91], [1.26, 0.56, -0.77], [0.74, 0.51, -0.48], [-2.10, 1.82, 0.04], [1.79, 1.45, -0.32], [-1.66, -0.87, -0.63], [-0.61, -1.58, 0.87], [-0.56, -0.46, 0.39]], "total_energy_ev": -14299.9954, "homo_energy_ev": [-12.51, -13.88], "charge": 1, "homo_lumo_gap_ev": [8.1089, 5.1430], "spin_multiplicity": 3}

***

{"formula": "C7H28FeO19S3", "method": "ωB97M-V with the def2-TZVPD basis set", "species": ["Fe", "S", "O", "O", "O", "O", "S", "O", "O", "O", "O", "S", "O", "O", "O", "O", "C", "O", "H", "H", "H", "H", "C", "O", "H", "H", "H", "H", "C", "O", "H", "H", "H", "H", "C", "O", "H", "H", "H", "H", "C", "O", "H", "H", "H", "H", "C", "O", "H", "H", "H", "H", "C", "O", "H", "H", "H", "H"], "coordinates": [[-0.0421, -1.5514, -1.8572], [-3.1826, -2.7939, -1.5910], [-2.9548, -3.9948, -2.4315], [-1.7931, -2.1783, -1.4056], [-3.9987, -1.9966, -2.5411], [-3.8286, -3.1221, -0.3183], [-0.1102, 0.3886, 0.0967], [-0.0926, 0.3822, -1.3923], [0.1964, -1.0930, 0.0978], [0.9291, 1.2938, 0.6207], [-1.3758, 0.6285, 0.7739], [-0.4152, -2.1676, -4.5142], [-1.6987, -2.6360, -4.9692], [-0.6514, -0.9387, -3.6417], [0.0426, -2.9389, -3.2971], [0.5603, -1.9570, -5.5794], [0.3399, 1.7288, 4.5713], [-0.6537, 0.8269, 4.9835], [0.0926, 2.7857, 4.7728], [1.3118, 1.6108, 5.0484], [0.3908, 1.7373, 3.4782], [-1.3833, 0.9722, 4.3636], [0.8436, -3.8401, 0.4819], [0.9141, -3.5318, -0.9128], [0.4685, -4.8653, 0.5697], [1.8345, -3.7965, 0.9470], [0.1730, -3.1837, 1.0233], [1.5740, -4.1255, -1.2743], [-3.2645, 2.6113, 2.2332], [-2.4467, 1.6407, 2.8433], [-2.6429, 3.1645, 1.5233], [-4.0948, 2.1574, 1.6802], [-3.7721, 3.2923, 2.9208], [-2.0253, 1.1245, 2.1136], [-2.7990, 2.6233, -1.6845], [-3.5354, 1.4757, -1.3454], [-2.9809, 3.3951, -0.9283], [-1.7484, 2.3091, -1.7012], [-2.9510, 2.9203, -2.7245], [-3.0014, 0.9155, -0.7661], [2.2152, -1.3556, 2.9242], [2.7430, -0.1754, 2.3329], [1.2894, -1.6409, 2.4290], [2.9649, -2.1380, 2.7669], [2.2316, -1.1716, 4.0033], [2.0242, 0.4132, 2.0633], [2.9283, 3.6387, -0.8659], [3.1693, 2.8916, 0.3117], [1.9372, 3.4448, -1.2802], [3.0527, 4.7075, -0.6728], [3.6714, 3.2785, -1.5858], [2.3802, 2.3391, 0.4443], [2.9677, -0.3378, -1.9453], [2.0212, -1.2931, -2.3886], [3.1793, 0.2930, -2.8254], [2.5340, 0.3330, -1.2114], [3.9929, -0.6553, -1.7326], [2.4692, -1.8451, -3.0353]], "atomic_forces_ev_per_a": [[-2.52, -1.76, -1.01], [-1.69, -2.43, -5.20], [0.85, -1.16, 1.65], [0.39, 0.97, 1.41], [0.11, 1.70, 2.19], [0.57, 0.84, 0.63], [0.73, -2.47, -1.35], [-0.96, 4.07, -1.31], [1.22, -0.29, 3.65], [-0.04, -0.33, 0.35], [-0.11, 0.31, -0.68], [-2.66, 0.89, 1.65], [0.62, -0.37, -0.94], [0.33, 2.63, -1.29], [2.39, -2.73, -0.64], [0.69, -0.20, 0.41], [-0.31, 1.32, -0.85], [0.25, -0.04, 0.55], [-0.34, -0.06, 0.36], [-0.06, -0.77, -0.07], [0.61, -0.33, 0.01], [-0.25, -0.01, -0.09], [0.06, -0.82, -0.15], [0.07, 0.27, 1.10], [-0.06, -0.01, 0.20], [0.04, 0.14, 0.02], [-0.09, 0.23, -0.46], [-0.19, 0.12, -0.53], [-0.07, -0.29, -0.76], [-0.37, 0.06, 0.95], [-0.29, 0.33, -0.04], [0.18, -0.17, -0.21], [0.57, -0.04, 0.49], [-0.03, 0.21, 0.03], [1.12, -1.27, 0.31], [-0.80, 0.15, -0.09], [0.14, 0.47, -0.39], [0.19, 0.55, 0.28], [-0.71, 0.23, 0.15], [0.04, -0.11, -0.24], [1.13, 0.68, -0.19], [0.34, 0.07, -0.05], [-0.25, -0.08, 0.51], [-0.12, -0.13, -0.19], [-0.92, -0.39, 0.12], [-0.10, -0.16, -0.29], [0.42, -0.72, 0.07], [-0.32, 0.31, 0.13], [-0.05, 0.07, 0.04], [0.02, 0.05, -0.09], [-0.07, 0.47, -0.37], [-0.02, -0.24, 0.18], [0.30, 1.69, -1.69], [1.36, -0.21, 0.74], [-0.25, 0.33, 0.09], [0.03, -0.45, 0.38], [-0.42, -0.87, 0.82], [-0.72, -0.27, -0.28]], "total_energy_ev": -113505.8720, "homo_energy_ev": [1.95, 2.00], "charge": -3, "homo_lumo_gap_ev": [4.3519, 4.3066], "spin_multiplicity": 6}

***

{"formula": "C18H52BrN4O4", "method": "ωB97M-V with the def2-TZVPD basis set", "species": ["Br", "C", "C", "C", "O", "C", "N", "H", "H", "H", "H", "H", "H", "H", "H", "H", "H", "H", "H", "C", "C", "C", "O", "C", "N", "H", "H", "H", "H", "H", "H", "H", "H", "H", "H", "H", "H", "C", "N", "C", "C", "C", "C", "O", "H", "H", "H", "H", "H", "H", "H", "H", "H", "H", "H", "H", "H", "H", "C", "N", "C", "C", "C", "C", "O", "H", "H", "H", "H", "H", "H", "H", "H", "H", "H", "H", "H", "H", "H"], "coordinates": [[-16.4366, -16.3548, 16.9898], [-19.1369, -13.4285, 18.4578], [-17.8110, -13.0207, 19.2549], [-17.6817, -13.6102, 20.6823], [-16.5314, -13.2460, 21.3412], [-16.0841, -13.9255, 22.4353], [-16.5369, -13.3197, 18.4616], [-16.5776, -12.8715, 17.5575], [-15.6991, -13.1628, 19.0035], [-16.5688, -14.2946, 18.1997], [-19.2453, -12.6611, 17.6913], [-20.0247, -13.3566, 19.0862], [-19.1859, -14.4558, 18.0968], [-17.7537, -11.9362, 19.3479], [-17.5268, -14.6780, 20.5284], [-18.5299, -13.5322, 21.3625], [-15.1316, -13.5251, 22.7824], [-15.9060, -14.9838, 22.2447], [-16.7332, -13.8925, 23.3104], [-15.6448, -20.7001, 16.6223], [-16.8969, -20.6798, 17.4949], [-16.6967, -20.6082, 18.9957], [-18.0111, -20.8989, 19.5516], [-18.0287, -21.4590, 20.8895], [-17.8198, -19.5468, 17.0726], [-17.4359, -18.6130, 17.0454], [-18.2946, -19.7606, 16.2072], [-18.5514, -19.5348, 17.7688], [-15.8746, -20.8313, 15.5649], [-14.9685, -21.4531, 17.0269], [-15.1376, -19.7399, 16.7171], [-17.4105, -21.6022, 17.2236], [-16.2560, -19.6774, 19.3528], [-16.1363, -21.4896, 19.3075], [-19.0165, -21.6571, 21.3055], [-17.3605, -21.0053, 21.6215], [-17.5272, -22.4267, 20.8739], [-19.0366, -17.4032, 13.4947], [-19.8709, -16.2738, 14.2334], [-19.0257, -14.9502, 14.2565], [-21.1892, -15.9373, 13.5587], [-20.1764, -16.6653, 15.7010], [-21.3699, -17.5967, 15.9990], [-21.3132, -18.8382, 15.2759], [-17.9969, -17.3972, 13.8220], [-19.0976, -17.1406, 12.4386], [-19.4614, -18.4056, 13.5488], [-18.6147, -14.6420, 13.2952], [-18.2505, -15.0003, 15.0212], [-19.6980, -14.2187, 14.7049], [-21.7011, -16.8573, 13.2766], [-20.8950, -15.3730, 12.6737], [-21.7487, -15.2815, 14.2258], [-20.4647, -15.7853, 16.2758], [-19.2321, -16.9094, 16.1877], [-22.3251, -17.0723, 15.9720], [-21.3085, -17.8919, 17.0465], [-22.2258, -19.0825, 15.1053], [-11.6472, -16.3280, 13.2732], [-12.7579, -16.2229, 14.3145], [-12.2616, -16.3709, 15.7619], [-13.3090, -14.7526, 14.2475], [-13.9588, -17.1854, 14.0216], [-13.4919, -18.6976, 13.7851], [-14.7481, -19.3861, 13.6295], [-12.0912, -16.3004, 12.2781], [-11.2327, -17.3309, 13.3753], [-10.9331, -15.5252, 13.4565], [-12.0034, -17.4137, 15.9462], [-13.1351, -16.0017, 16.2992], [-11.4572, -15.6430, 15.8681], [-12.4494, -14.0910, 14.3542], [-14.0307, -14.5892, 15.0478], [-13.7670, -14.5452, 13.2804], [-14.6267, -16.8342, 13.2351], [-14.5228, -17.1039, 14.9508], [-12.8557, -19.0497, 14.5971], [-12.9523, -18.9622, 12.8758], [-14.5516, -20.2853, 13.3567]], "atomic_forces_ev_per_a": [[-0.22, -0.45, -0.14], [1.14, 0.67, 1.06], [-0.51, 0.54, 0.69], [0.14, -2.37, -0.35], [1.13, 2.95, -1.49], [0.48, -1.28, 1.63], [-2.14, -0.94, 1.15], [0.46, 0.99, -0.97], [0.57, 0.46, 0.20], [0.32, -1.15, -0.18], [-0.09, -0.46, -0.38], [0.20, 0.34, 0.44], [0.65, 0.15, -0.28], [-0.44, 0.08, -0.03], [-0.66, -0.74, -0.24], [-0.57, 0.54, -0.51], [-0.05, 0.29, -0.38], [-0.06, -0.32, -0.34], [-0.49, 0.23, -0.05], [0.14, 1.00, 0.82], [0.54, -0.10, -0.99], [-1.45, -1.75, 0.63], [-0.16, 0.99, 0.54], [1.46, -0.99, -0.22], [-0.61, -1.54, 0.58], [1.04, 1.14, -0.12], [0.03, 0.01, -0.61], [-0.57, 0.06, 0.61], [0.01, -0.27, 0.17], [-0.07, -0.18, -0.36], [0.17, 0.10, -0.07], [-0.47, 0.13, 0.51], [-0.05, 0.07, 0.05], [0.86, 0.28, -0.23], [-0.08, 0.67, -0.56], [-0.42, 1.18, -0.10], [-0.22, -0.57, -0.54], [-1.01, 1.14, -0.27], [0.73, -0.39, 0.71], [-0.83, -0.67, 1.31], [1.26, -0.17, -0.45], [-0.20, 0.25, 0.15], [0.96, -0.85, 0.11], [-0.19, 0.97, -0.22], [-0.23, 0.29, 0.29], [0.23, 0.22, 0.02], [-0.38, 0.31, 0.67], [-0.37, -0.40, -0.05], [0.38, -0.64, -0.25], [-0.19, 0.25, -0.58], [-0.08, 0.17, 0.21], [-0.37, -0.10, -0.11], [-0.06, -0.25, -0.07], [0.06, 0.63, -0.50], [0.12, -0.59, -0.38], [-0.05, -0.05, -0.78], [0.39, 0.44, 0.35], [-0.08, -0.40, -0.13], [-0.94, -0.79, 0.72], [-1.01, 1.33, -1.09], [-0.90, 0.44, -1.57], [0.57, -0.90, -0.22], [1.86, -0.93, 0.71], [-1.28, 0.87, -0.47], [0.36, 0.28, 0.81], [-0.02, 0.42, 0.11], [0.42, 0.24, 0.13], [-0.01, -0.26, -0.14], [0.11, 0.31, 0.17], [0.26, -0.50, 0.65], [0.18, -0.41, 0.16], [-0.06, -0.06, 0.19], [-0.02, -0.15, -0.01], [0.02, -0.37, 0.01], [0.61, 0.20, -0.27], [-0.22, -0.42, 0.00], [-0.36, -0.10, 0.44], [0.37, 1.01, -0.20], [-0.03, -0.15, -0.11]], "total_energy_ev": -103682.6690, "homo_energy_ev": [-6.75, -13.70], "charge": 2, "homo_lumo_gap_ev": [2.5036, 9.2930], "spin_multiplicity": 2}

***

{"formula": "C6H10", "method": "ωB97M-V with the def2-TZVPD basis set", "species": ["C", "C", "C", "C", "C", "C", "H", "H", "H", "H", "H", "H", "H", "H", "H", "H"], "coordinates": [[2.8717, 0.0080, 0.4804], [1.9037, -0.8880, -0.4510], [0.4632, -0.6336, -0.2445], [-0.6681, -0.3638, 0.0972], [-2.0190, 0.0557, 0.5255], [-2.8157, 0.7580, -0.5807], [2.6160, 1.0815, 0.4041], [2.7444, -0.3451, 1.4872], [3.9508, -0.0385, 0.2044], [2.4106, -0.3913, -1.2486], [2.0988, -1.9730, -0.3678], [-1.9205, 0.7307, 1.3865], [-2.5852, -0.8084, 0.8940], [-2.9457, 0.0975, -1.4419], [-3.8083, 1.0529, -0.2218], [-2.2966, 1.6575, -0.9231]], "atomic_forces_ev_per_a": [[-0.52, -0.49, 0.46], [1.13, 1.08, 1.33], [-0.04, 0.56, 0.33], [0.64, -0.05, -0.19], [0.05, -0.06, 0.02], [-0.01, 0.02, -0.09], [-0.25, -0.64, 0.07], [0.22, 0.29, 0.74], [-0.85, -0.47, -0.04], [-1.02, -0.76, -2.28], [0.28, 0.71, -0.20], [0.07, -0.12, -0.16], [0.16, 0.05, -0.11], [0.01, 0.07, 0.09], [0.18, -0.08, -0.01], [-0.04, -0.12, 0.04]], "total_energy_ev": -6381.8626, "homo_energy_ev": -9.19, "homo_lumo_gap_ev": 10.2402, "smiles": "CCC#CCC"}